Entry 1:
The following is a quantum chemistry calculation of a cluster of 11 separate species, C14H38N10O22 in total at a distorted geometry, from the Open Molecules 2025 dataset.

The geometry in ORCA input format:
```
! RIJCOSX wB97M-V def2-TZVPD def2/J DEFGRID3
* xyz 0 1
C 0.25970 1.98983 5.55418
N 0.51017 3.28712 4.84972
O 0.96624 4.25419 5.43095
O 0.10901 3.32079 3.67941
H 0.54380 1.22547 4.83088
H -0.80797 2.04361 5.76696
H 0.78791 1.97092 6.50747
C -4.81908 -4.99620 -2.46173
N -5.58667 -3.99724 -3.22842
O -6.37233 -3.27638 -2.60608
O -5.28588 -3.88582 -4.37306
H -5.37877 -5.07516 -1.52975
H -3.78061 -4.72345 -2.27389
H -4.90527 -5.90052 -3.06413
C 7.19628 2.35428 -3.47217
N 8.03624 1.45034 -2.67852
O 8.12731 1.71882 -1.46697
O 8.44212 0.44746 -3.27536
H 6.72860 3.05282 -2.77832
H 6.44253 1.76185 -3.99083
H 7.77507 2.96150 -4.16816
C 0.12226 6.10215 -1.30498
N 1.12600 5.09595 -1.72946
O 0.68935 4.03352 -2.23779
O 2.32571 5.23703 -1.48883
H -0.88707 5.69207 -1.33919
H 0.22459 6.92326 -2.01449
H 0.36153 6.44059 -0.29686
C -3.15268 3.25329 -4.88598
N -4.03490 4.47067 -4.65475
O -4.43366 5.07019 -5.64224
O -4.28764 4.81415 -3.48838
H -2.98722 2.78458 -3.91591
H -2.23353 3.46500 -5.43229
H -3.81057 2.62951 -5.49111
C 4.30670 -1.53814 5.36684
N 4.78437 -2.37015 4.23694
O 5.60350 -1.87060 3.44359
O 4.30198 -3.47949 4.08800
H 5.01303 -1.84057 6.14000
H 3.30089 -1.83316 5.66586
H 4.39463 -0.48791 5.08868
C -2.77944 -3.02561 4.54374
N -1.37123 -2.81522 4.86440
O -0.50906 -3.32177 4.12768
O -1.06860 -2.23290 5.87001
H -2.95555 -3.38774 3.53086
H -3.16521 -2.00635 4.56351
H -3.26557 -3.59320 5.33722
C 2.22728 -5.54191 0.25190
N 1.14726 -6.53088 0.44991
O -0.02945 -6.19487 0.39306
O 1.56177 -7.65740 0.68902
H 3.00269 -5.79303 0.97562
H 1.80301 -4.55012 0.40827
H 2.55848 -5.50301 -0.78583
C 1.02578 -0.25107 -5.97014
N -0.10362 -1.21157 -6.20196
O 0.14823 -2.32833 -6.46828
O -1.27211 -0.81043 -6.02689
H 1.22108 -0.19645 -4.89918
H 0.87912 0.73481 -6.41133
H 1.89382 -0.66244 -6.48528
C -6.12770 2.73971 3.54068
N -4.68082 2.56440 3.86495
O -4.24863 3.18095 4.80035
O -4.06237 1.68799 3.24891
H -6.17534 2.95203 2.47262
H -6.58976 3.43400 4.24252
H -6.72570 1.84673 3.72252
O 2.02878 0.20511 1.30885
C 1.84996 0.02534 0.06433
O 0.64136 -0.17040 -0.58193
C -0.61380 0.00151 0.14145
C -1.58520 -1.08681 -0.34861
C 2.96475 0.03456 -0.87310
H -1.04954 0.95894 -0.14412
H -0.48504 -0.08055 1.22069
H -2.63637 -0.80024 -0.31689
H -1.53830 -2.04483 0.16915
H -1.43265 -1.38381 -1.38622
H 3.88150 0.12893 -0.29107
H 2.85364 0.94943 -1.45515
H 3.06687 -0.83964 -1.51611
*
```

Output
- structure (SMILES) = C[N+](=O)[O-].C[N+](=O)[O-].C[N+](=O)[O-].C[N+](=O)[O-].C[N+](=O)[O-].C[N+](=O)[O-].C[N+](=O)[O-].C[N+](=O)[O-].C[N+](=O)[O-].C[N+](=O)[O-].CCOC(C)=O
- energy above the lowest of the compared OMol25 structures with the same formula, charge and spin (kJ/mol) = 221.85


Entry 2:
The following is a quantum chemistry calculation of the molecule C2H4N2O2 at a distorted geometry, from the Open Molecules 2025 dataset.

The geometry in ORCA input format:
```
! RIJCOSX wB97M-V def2-TZVPD def2/J DEFGRID3
* xyz 0 1
C -0.06130 -0.72025 0.00154
C 1.88822 0.38579 -0.01533
H -2.96080 0.25244 -0.23897
H -1.66256 1.15990 0.12569
H 0.57545 -1.55389 -0.25805
H 2.48439 1.36998 0.03909
N -2.07260 0.22324 0.30668
N -1.29565 -0.93533 -0.06414
O 0.56970 0.48951 -0.12623
O 2.53516 -0.67141 0.22973
*
```

Output
- structure (SMILES) = N/N=C\OC=O
- energy above the lowest of the compared OMol25 structures with the same formula, charge and spin (kJ/mol) = 316.29


Entry 3:
The following is a quantum chemistry calculation of a cluster of 13 separate species, H26O13 in total at a distorted geometry, from the Open Molecules 2025 dataset.

The geometry in ORCA input format:
```
! RIJCOSX wB97M-V def2-TZVPD def2/J DEFGRID3
* xyz 0 1
H -1.19840 -0.01170 0.70870
H 0.18904 0.56116 0.87211
H 0.10139 3.68513 0.16269
H 0.54148 2.27247 0.59315
H -1.85154 2.72309 -2.08800
H -2.92610 3.75420 -2.20526
H 0.77502 -2.23794 1.79681
H 2.03416 -1.36130 2.25753
H 4.21668 -1.30706 1.41984
H 5.12633 -2.11825 2.33027
H -3.42070 -2.66211 -1.58315
H -2.67061 -2.32792 -2.89648
H 2.65189 -0.39427 -2.34987
H 3.16280 0.83930 -2.85527
H -0.70816 1.51996 -1.64197
H 0.78794 1.02655 -1.85809
H -1.70006 -0.39027 -3.74249
H -2.42178 1.07913 -3.84006
H 2.43722 0.92745 1.55215
H 3.68528 0.19721 1.75913
H 0.94171 0.37960 4.34825
H 1.39297 0.61297 5.76584
H -2.55933 -1.11834 0.41505
H -2.17909 -0.57616 -0.92784
H -3.63002 -3.89437 1.83820
H -3.60272 -2.48262 1.16211
O -0.58119 0.24333 1.40693
O -0.04875 2.75911 -0.05128
O -1.91342 3.69604 -2.03577
O 1.56449 -1.64910 1.47210
O 5.14973 -1.67395 1.51246
O -3.19677 -1.95979 -2.16504
O 3.46146 0.01390 -2.70749
O 0.24068 1.73922 -1.78126
O -1.65852 0.56979 -4.07301
O 3.33356 1.04677 1.59397
O 0.74060 0.79448 5.18048
O -2.99458 -0.90974 -0.41723
O -3.27270 -3.36595 1.07178
*
```

Output
- energy above the lowest of the compared OMol25 structures with the same formula, charge and spin (kJ/mol) = 757.96


Entry 4:
The following is a quantum chemistry calculation of a cluster of 2 separate species, C5H12O2 in total at a distorted geometry, from the Open Molecules 2025 dataset.

The geometry in ORCA input format:
```
! RIJCOSX wB97M-V def2-TZVPD def2/J DEFGRID3
* xyz 0 1
C -0.04836 -1.09402 2.14525
O -0.55485 -0.39509 1.14324
C 0.09749 0.20204 0.20788
C 1.01659 -2.14228 -0.55117
C -0.64909 0.73743 -0.95892
C -0.60338 2.26339 -0.94339
O -1.26631 2.78733 0.18387
H 0.97532 -0.88218 2.44084
H 0.59020 -2.07424 0.48891
H -0.79006 -1.43215 2.85168
H 1.17152 0.33364 0.32408
H 0.88712 -3.19123 -0.78498
H 2.07821 -1.88249 -0.52412
H 0.55883 -1.58483 -1.37511
H -1.68441 0.38628 -0.90101
H -0.22830 0.36855 -1.90969
H 0.45189 2.58472 -0.97423
H -1.10301 2.67441 -1.82349
H -0.89941 2.34075 0.96037
*
```

Output
- energy above the lowest of the compared OMol25 structures with the same formula, charge and spin (kJ/mol) = 457.64